Record 1
Molecular formula: C5H13N2S
Method: DFT, wB97M-V/def2-TZVPD

The value obtained for the HOMO energy is -12.52 eV. As for the SMILES: C[C@]1(N)CSC[C@H]1[NH3+]. Its total charge is +1. The value obtained for the largest force on an atom is 6.72 eV Å⁻¹. The calculation puts the gap between HOMO and LUMO at 9.4472 eV.

Element x y z (Å)
C 0.290 1.985 0.442
C 1.491 -0.384 0.601
C -0.539 0.877 -0.262
C 0.042 -0.562 0.218
C -0.729 -1.137 1.436
N -0.436 0.888 -1.703
N -0.086 -1.473 -1.001
S 1.992 1.364 0.487
H 0.284 2.875 -0.154
H -0.087 2.063 1.448
H 1.533 -0.723 1.630
H 2.215 -0.997 0.000
H -1.519 0.949 -0.019
H -1.590 -1.652 1.076
H -0.983 -0.353 2.186
H -0.032 -1.785 1.887
H 0.419 1.065 -2.316
H -1.253 1.372 -2.113
H -1.109 -1.889 -0.900
H 0.555 -2.158 -1.230
H -0.459 -0.324 -1.713

Atoms 1-6, force components in eV/Å:
-0.09 -2.05 -0.28
1.19 -0.15 -0.02
4.77 -0.25 0.88
-0.45 -0.02 -0.63
0.34 1.89 -0.81
-0.73 -0.71 -2.63

Record 2
Molecular formula: C28H46F2IN2O5
Method: DFT, wB97M-V/def2-TZVPD

The value obtained for the HOMO energy is -10.93 eV. Its total charge is +1. The value obtained for the largest force on an atom is 7.90 eV Å⁻¹. The calculation puts the gap between HOMO and LUMO at 8.5238 eV.

Element x y z (Å)
C -3.531 -0.920 -2.453
C -3.427 0.714 -2.522
O -3.046 1.361 -1.241
C -1.564 1.439 -1.113
C -1.058 2.393 0.135
C -0.054 1.750 1.214
C 1.139 0.799 0.560
C 1.771 1.345 -0.854
C 1.497 0.440 -2.182
C 1.530 -1.180 -1.998
C 3.004 -1.827 -1.675
N 3.264 -2.138 -0.218
C 2.294 -3.155 0.350
C 2.219 -3.223 2.018
O 1.487 -3.957 -0.349
O 2.305 0.972 1.494
C 1.978 0.641 2.857
C 3.210 1.163 3.861
C 4.240 -0.030 4.305
C 5.081 0.319 5.699
I 5.814 -0.165 2.728
C 0.608 1.326 3.479
O 0.461 0.506 4.728
N -0.616 1.217 2.537
C -0.993 -0.220 2.577
C -2.313 -0.551 1.430
C -2.966 -2.157 1.554
O -2.000 -1.624 0.334
C -1.716 2.144 3.065
C -2.303 1.848 4.543
F -1.293 3.596 3.065
H -3.965 -1.350 -1.448
H -2.516 -1.484 -2.716
H -4.316 -1.236 -3.296
H -4.518 1.100 -2.817
H -2.739 1.062 -3.434
H -1.196 1.905 -2.149
H -1.072 0.359 -1.082
H -0.438 3.262 -0.413
H -2.013 2.954 0.496
H 0.586 2.693 1.595
H 0.906 -0.341 0.561
H 2.962 1.431 -0.788
H 1.436 2.456 -1.134
H 2.388 0.698 -2.937
H 0.520 0.727 -2.793
H 1.200 -1.642 -3.048
H 0.675 -1.536 -1.244
H 3.034 -2.875 -2.245
H 3.873 -1.180 -2.175
H 4.217 -2.611 -0.167
H 1.096 -3.058 2.350
H 2.919 -2.387 2.466
H 2.539 -4.318 2.303
H 1.920 -0.535 3.053
H 2.795 1.770 4.792
H 3.846 1.935 3.216
H 3.729 -1.080 4.475
H 5.915 -0.472 5.945
H 4.378 0.388 6.641
H 5.615 1.355 5.557
H 0.880 2.433 3.739
H 0.527 1.202 5.472
H -1.536 -0.607 3.538
H -0.180 -1.010 2.309
H -3.115 0.380 1.173
H -2.130 -2.879 1.999
H -3.688 -2.558 0.727
H -2.689 2.136 2.369
H -3.209 2.601 4.726
H -1.562 2.033 5.444
H -2.765 0.770 4.710
F -0.895 1.305 -5.620
C -1.664 0.438 -6.292
C -2.374 0.873 -7.406
C -3.170 -0.031 -8.109
C -3.255 -1.359 -7.684
C -2.542 -1.785 -6.562
C -1.738 -0.884 -5.866
H -2.302 1.910 -7.716
H -3.723 0.297 -8.985
H -3.880 -2.063 -8.230
H -2.613 -2.818 -6.231
H -1.170 -1.200 -4.997

Atoms 1-6, force components in eV/Å:
-0.25 -0.52 -0.92
-1.13 -0.39 -0.93
1.84 -0.58 -0.91
0.55 -0.36 -1.37
-0.68 0.66 -2.09
1.97 2.36 -1.85

Record 3
Molecular formula: CH11N7
Method: DFT, wB97M-V/def2-TZVPD

The value obtained for the HOMO energy (spin up / spin down) is -17.62 / -16.32 eV. Its total charge is +2. The value obtained for the largest force on an atom is 5.94 eV Å⁻¹. The calculation puts the gap between HOMO and LUMO (spin up / spin down) at 8.1166 / 5.8504 eV.

Element x y z (Å)
C 0.855 -0.032 -0.844
N 0.963 1.498 0.867
N 0.941 0.301 0.355
N 0.695 -1.947 -2.290
N -1.839 0.667 0.601
N 1.015 -1.356 -1.097
N -1.441 1.595 1.535
N 1.291 -2.182 -0.129
H 0.546 0.612 -1.661
H 0.842 1.455 1.906
H 1.066 -2.789 -2.258
H 1.062 -1.426 -3.121
H -2.838 0.715 0.324
H -1.859 2.503 1.326
H -1.487 1.440 2.591
H 1.287 2.358 0.331
H 1.441 -3.135 -0.434
H 1.156 -2.088 0.878
H -1.582 -0.276 0.675

Atoms 1-6, force components in eV/Å:
-0.59 0.30 -3.36
0.07 0.29 0.29
0.40 0.69 3.98
-1.35 5.70 -0.98
-1.58 1.74 0.21
-0.62 0.85 0.08

Record 4
Molecular formula: CH3N2O2
Method: DFT, wB97M-V/def2-TZVPD

The value obtained for the HOMO energy is -17.53 eV. Its total charge is +1. The value obtained for the largest force on an atom is 4.47 eV Å⁻¹. The calculation puts the gap between HOMO and LUMO at 11.0604 eV.

Element x y z (Å)
C 0.110 0.456 0.032
N -1.167 0.283 -0.009
N 1.086 -0.586 -0.376
O 1.515 -1.037 -1.411
O 1.276 -0.740 0.810
H 0.542 1.476 0.734
H -1.765 0.784 0.578
H -1.597 -0.636 -0.358

Atoms 1-6, force components in eV/Å:
0.53 3.73 1.72
0.58 -3.61 -1.60
-0.43 1.37 -2.56
-1.01 0.83 2.56
1.58 -2.20 1.47
-1.07 -3.23 -2.90

Asked for energy relative to the best compared isomer or geometry (same formula, charge and spin) across the records above, the calculation gives 0.7626, 12.9359, 1.5050, 3.5065 eV in order.